1.
59
Properties=species:S:1:pos:R:3 method="wB97M-V/def2-TZVPD" orbital_gap_ev=8.9 total_charge=0
C 2.49341 2.71894 1.41492
N 1.98576 3.09311 2.74179
C 1.35596 4.41401 2.74526
C 2.34132 1.21163 1.15283
C 3.00957 0.80011 -0.15068
N 0.89765 0.88997 1.16422
C 0.62264 -0.52123 1.41293
N 0.28120 -0.72097 2.81945
H 3.57018 3.00406 1.36169
H 2.02264 3.29728 0.60756
H 1.28691 2.39786 3.00445
H 0.48698 4.48854 2.10063
H 1.05182 4.59323 3.77964
H 2.09531 5.19746 2.45747
H 2.82576 0.66101 1.97474
H 3.08933 -0.26737 -0.23022
H 3.99596 1.23555 -0.25251
H 2.41074 1.10765 -1.04978
H 0.37689 1.27626 0.39808
H -0.24343 -0.85628 0.80161
H 1.44563 -1.20274 1.14871
H 1.01146 -0.36116 3.44128
H -0.60041 -0.30054 3.06074
H -0.43587 -0.67012 -4.30802
H -1.10616 -1.95674 -4.77198
O -0.35643 -1.64893 -4.25500
H -1.31753 1.45781 -2.82226
H -2.31563 0.75255 -1.78471
O -1.78737 1.55399 -1.97668
H 2.63782 1.90255 -4.58669
H 2.00172 2.56757 -3.30292
O 1.86985 2.36326 -4.23300
H 0.17383 -2.52824 2.82799
H 0.40874 -4.03979 3.30213
O 0.02878 -3.49385 2.59806
H -2.48060 -1.36663 -1.47261
H -3.12671 -0.50086 -0.31512
O -3.14449 -0.67024 -1.27362
H -1.94450 -3.94342 -1.21194
H -2.30364 -4.29029 0.24151
O -1.98862 -4.68631 -0.60041
H -0.23311 -4.48538 -0.29091
H 0.42478 -3.77889 0.86755
O 0.51724 -3.85897 -0.10521
H -1.79767 2.20263 -0.33180
H -0.67725 2.22851 0.66913
O -1.64034 2.30877 0.62365
H -3.65484 0.22481 1.79252
H -2.44758 0.86038 1.15681
O -2.84033 -0.02535 1.34364
H -0.79688 -2.13316 -2.63573
H -0.38798 -2.77426 -1.19945
O -1.10483 -2.37001 -1.73604
H 0.36864 1.51190 -4.36190
H -1.02343 1.48831 -5.00105
O -0.49607 1.04711 -4.32676
H -1.63763 -3.50110 2.14558
H -2.64648 -2.46737 1.64924
O -2.55271 -3.43662 1.78117

***

2.
59
Properties=species:S:1:pos:R:3 method="wB97M-V/def2-TZVPD" orbital_gap_ev=9.3 total_charge=0
C -1.10423 0.82611 -0.66295
N -0.34735 1.75898 -1.51823
C 0.98874 2.13052 -0.99145
C 2.20723 1.18105 -1.24228
C 2.30241 -0.07703 -0.36436
O 1.43162 0.04827 0.75371
C -2.63165 1.02594 -0.95038
H -0.92109 1.04725 0.37950
H -0.88054 -0.22641 -0.79312
H -0.39248 1.36975 -2.46171
H 0.90248 2.40961 0.05126
H 1.23513 3.05403 -1.52493
H 3.08451 1.82978 -1.20408
H 2.12650 0.85359 -2.27845
H 2.04595 -0.99134 -0.88853
H 3.29251 -0.11898 0.10203
H 1.00364 -0.80315 0.96091
H -3.27308 1.03274 -0.06740
H -3.03966 0.32042 -1.66990
H -2.72170 2.04042 -1.34605
H 0.07214 2.33126 3.02768
H 0.51137 1.41496 1.98224
O 0.40408 1.39562 2.96898
H -0.28993 4.70626 2.81220
H -0.92146 3.93808 1.60719
O -0.57807 3.78799 2.55376
H 0.10269 -5.16343 -0.18684
H -1.30885 -4.74139 0.22527
O -0.78718 -5.50583 -0.02331
H -2.38777 0.62214 3.41544
H -1.48223 1.00632 2.27284
O -2.43334 0.75256 2.48095
H 0.90192 0.06373 -4.38938
H 0.45291 -0.37015 -2.89642
O 0.20356 -0.03583 -3.79342
H 0.74804 -1.20157 3.92137
H 2.20038 -1.09981 3.54620
O 1.46186 -1.75583 3.61435
H -2.17719 4.77818 0.06562
H -1.33610 3.65661 -0.49561
O -1.28930 4.42229 0.07028
H 2.80305 0.43940 2.31793
H 2.55736 1.06129 3.70517
O 3.03923 0.40065 3.28727
H 0.96341 -2.49701 1.88619
H -0.51951 -2.17107 1.57204
O 0.36912 -2.35218 1.14029
H 0.69136 -2.31356 -5.01814
H 1.83792 -2.10772 -4.04772
O 1.55491 -1.87340 -4.97233
H -0.96695 -2.41171 -2.28081
H -0.42853 -2.51689 -0.82023
O -0.18812 -2.26513 -1.72954
H -2.34686 -0.84665 1.97702
H -2.61922 -2.31481 1.43184
O -2.01300 -1.76532 1.96034
H -2.06280 -0.62789 -2.93482
H -1.52728 -1.13640 -4.15197
O -2.01460 -1.45843 -3.40401

***

3.
11
Properties=species:S:1:pos:R:3 method="wB97M-V/def2-TZVPD" orbital_gap_ev=9.0 smiles="C#C[C@@H](Cl)C(=O)C=O" total_charge=0
C -0.61730 2.05048 -0.64967
C -0.90106 1.07254 0.11360
C -0.96431 -0.40675 0.49519
Cl -2.43674 -1.36460 -0.09219
C 0.29714 -1.13771 -0.13982
O 0.21808 -2.08581 -0.81088
C 1.66512 -0.46533 0.13330
O 2.73877 -1.04388 0.01531
H -0.59210 3.09965 -0.96271
H -0.99612 -0.45358 1.55895
H 1.58853 0.73500 0.33891

***

4.
9
Properties=species:S:1:pos:R:3 method="wB97M-V/def2-TZVPD" orbital_gap_ev=8.4 total_charge=0
C -1.17724 0.25297 0.50751
C -2.21292 -0.14466 0.00377
C 1.30902 -0.29476 -0.43242
C 0.32144 0.48118 0.43951
C 1.59495 1.07340 -0.25183
F -3.43310 -0.42402 -0.20993
H 2.07693 -0.93629 -0.17902
H 0.89124 -0.81483 -1.37915
H 0.62966 0.80701 1.50157

***

5.
11
Properties=species:S:1:pos:R:3 method="wB97M-V/def2-TZVPD" orbital_gap_ev=7.9 smiles="C#CC(=S)[C@@H](F)C=O" total_charge=0
C -2.47457 -1.60669 -0.26722
C -1.57720 -0.82753 -0.14733
C -0.61219 0.20203 0.11100
S -1.14383 1.77609 0.01660
C 0.79580 -0.27440 0.47055
F 0.73297 -1.62611 0.20225
C 1.93579 0.48325 -0.17666
O 2.96902 -0.09091 -0.34870
H -3.23570 -2.32057 -0.38942
H 0.99372 -0.15315 1.52976
H 1.78850 1.55865 -0.37858

***

6.
15
Properties=species:S:1:pos:R:3 method="wB97M-V/def2-TZVPD" s2=15.7981 orbital_gap_ev="6.1 / 8.1" spin_multiplicity=8 total_charge=+2
O -0.70150 -4.33776 -1.01116
C -1.37356 -3.42536 -0.89746
Gd -0.58363 1.26167 0.65429
O 1.78528 -1.41187 0.81170
C 1.00394 -0.56080 0.87155
C 1.53780 1.88111 -0.21156
O 2.56260 2.09238 -0.70825
C -0.94916 1.03881 -1.85884
O -1.03777 1.46206 -2.97742
C 0.22187 0.07873 -1.39403
O 0.76148 -0.78222 -2.00691
H -1.82078 1.20172 -0.83419
O -1.24703 1.18843 2.99986
H -1.79206 0.49699 3.41915
H -0.99329 1.78679 3.72426

***

7.
9
Properties=species:S:1:pos:R:3 method="wB97M-V/def2-TZVPD" orbital_gap_ev=9.2 smiles=CC#CC#CI total_charge=0
C -0.04078 0.04699 0.07429
C -0.48119 0.95883 -0.97983
C -1.00740 1.93384 -1.48078
C -1.35038 3.04524 -2.38431
C -1.66543 4.01384 -3.10489
I -2.31869 5.64706 -4.13744
H 0.60740 -0.61657 -0.38948
H -0.79725 -0.68313 0.42927
H 0.47747 0.46850 0.85782

***

8.
12
Properties=species:S:1:pos:R:3 method="wB97M-V/def2-TZVPD" orbital_gap_ev=5.0 total_charge=+1
C 0.60089 0.93257 -0.28178
C 1.34127 0.93913 -1.33241
O 1.97806 0.88646 -2.32027
C -0.04962 1.64322 0.85548
C 0.36859 0.21819 1.04742
O -0.51812 -0.78571 1.13001
C -0.98812 -3.65836 -1.95308
O -1.45908 -2.95365 -1.19677
Mg -1.96341 -1.54744 0.32471
H 0.51963 2.43594 1.34788
H -1.12441 1.82784 0.76249
H 1.29434 0.06181 1.61634

***

9.
9
Properties=species:S:1:pos:R:3 method="wB97M-V/def2-TZVPD" orbital_gap_ev=8.8 total_charge=0
C 0.58275 -0.57540 -0.10359
C -1.14999 -1.66539 0.54080
C -0.91642 -0.46739 0.00331
C 1.33905 0.46765 -0.00464
C -2.47987 1.43837 -0.41425
N -1.66650 0.62001 -0.20643
H 0.89353 -1.59274 0.13380
H 2.44363 0.19754 0.02871
H 0.95383 1.57735 0.02229

***

10.
9
Properties=species:S:1:pos:R:3 method="wB97M-V/def2-TZVPD" orbital_gap_ev=10.9 total_charge=0
C 1.50288 -2.57297 0.11211
C 1.30074 0.87100 -0.06924
C -0.95748 1.70099 0.06007
C 0.48589 -1.95273 0.02248
C -1.82395 2.49718 -0.10398
N 0.14937 1.03145 0.12963
H 2.37594 -3.17591 0.05555
H -0.36586 -1.48973 -0.25246
H -2.66754 3.09071 0.04585

***

11.
9
Properties=species:S:1:pos:R:3 method="wB97M-V/def2-TZVPD" orbital_gap_ev="8.5 / 8.5" total_charge=0
C 0.35811 -0.00992 0.91559
C 1.57324 0.06952 0.31556
C 2.17751 -0.64447 -0.54257
C -1.00703 0.22288 0.18226
C -0.48668 0.08647 -1.23648
N 0.26987 0.17271 -2.07538
H 0.17257 -0.52690 1.90549
H -1.67120 -0.55627 0.49723
H -1.38639 1.18597 0.03831

***

12.
9
Properties=species:S:1:pos:R:3 method="wB97M-V/def2-TZVPD" orbital_gap_ev="6.6 / 6.7" total_charge=0
C 0.74273 1.27092 0.31871
C -0.39117 1.16488 -0.61725
C 0.71328 -0.50094 1.13972
C -0.90044 -0.12353 -0.46056
C 1.58401 0.57170 1.25579
N -0.22486 -0.98945 0.49912
H -1.80664 0.28888 0.00815
H -1.33841 -0.70367 -1.32401
H 2.48699 0.52663 1.83534

***

13.
9
Properties=species:S:1:pos:R:3 method="wB97M-V/def2-TZVPD" orbital_gap_ev=9.0 total_charge=0
C 1.62380 -0.58577 0.66358
C 2.77930 -0.27288 0.47984
C 4.52782 0.87397 -0.81273
C -0.17158 -0.13900 -0.71748
C 0.29077 -0.48537 0.51323
N 3.76831 0.40979 -0.03758
H -1.25598 0.00793 -0.49476
H 0.09417 -0.36131 -1.71996
H -0.43083 -0.70510 1.36967

***

14.
9
Properties=species:S:1:pos:R:3 method="wB97M-V/def2-TZVPD" s2=2.0169 orbital_gap_ev="7.8 / 7.3" spin_multiplicity=3 total_charge=0
C 0.97582 -0.10289 -0.01811
C 0.27640 -1.23953 -0.01704
C -1.03456 1.14113 0.04802
C 0.26631 1.21068 -0.06657
C -2.12548 -1.07540 -0.04038
N -1.68371 0.03635 -0.04435
H 1.92165 0.12140 -0.36397
H 0.51949 -2.16891 0.32888
H 0.88408 2.07717 0.17352

***

The evaluated total energy for the records listed, in turn: -1281.09499, -1322.00112, -802.85714, -291.87587, -765.49428, -1408.49919, -489.86093, -617.78753, -246.83829, -246.85107, -246.83716, -246.76636, -246.88792, -246.77312 Eh.
The evaluated ΔE to the lowest compared entry with this formula, charge and spin for the records listed, in turn: 0.000, 3.077, 3.245, 4.777, 2.573, 1.495, 0.000, 0.000, 3.911, 3.563, 3.942, 5.869, 2.561, 1.648 eV.